[1]
2 unconnected molecules or ions with the total composition C6H15N3O2S at a distorted geometry, computed with ωB97M-V/def2-TZVPD.

Last column: natural (NBO) charge in e.
Geometry (Å):
C1 -0.934 1.962 0.462  0.5968
C2 0.701 0.401 1.284  0.7301
C3 -2.062 1.946 -0.496  -0.7180
C4 -1.449 4.280 1.038  -0.4534
C5 2.702 -0.801 2.206  -0.4436
C6 0.946 -3.474 -3.110  -0.9424
N1 -0.613 3.157 1.098  -0.4889
N2 -0.251 0.836 0.650  -0.5802
N3 1.541 -0.241 1.763  -0.3287
O1 -0.563 -3.956 -0.523  -0.9052
O2 0.432 -1.708 -1.295  -0.7654
S1 1.030 -2.968 -1.374  1.5729
H1 -2.881 1.537 0.178  0.2870
H2 -1.918 1.106 -1.324  0.2726
H3 -2.148 2.894 -1.093  0.2819
H4 -2.443 4.040 1.080  0.2244
H5 -1.309 5.037 1.813  0.2582
H6 -1.069 4.886 0.158  0.2319
H7 3.556 -0.839 1.583  0.2415
H8 2.594 -1.810 2.410  0.2283
H9 3.053 -0.267 3.025  0.2471
H10 -0.028 -2.944 -3.592  0.2993
H11 1.715 -3.197 -3.778  0.3241
H12 1.087 -4.523 -3.266  0.2929
H13 -0.001 3.143 1.834  0.4118
H14 -1.333 -4.218 -1.075  0.5683
H15 -0.355 -4.282 0.344  0.5566

HOMO-LUMO gap ... 7.51 eV
Charge ... +2


[2]
A gas-phase ion, C3H4N3 (charge +1) at a distorted geometry, computed with ωB97M-V/def2-TZVPD.

Last column: natural (NBO) charge in e.
Geometry (Å):
C1 1.127 -0.031 0.157  0.0545
C2 -0.239 -0.094 0.038  0.5060
C3 -1.542 0.530 -0.231  -0.7401
N1 3.455 0.497 -0.103  0.2592
N2 2.383 0.198 0.141  0.0590
N3 0.258 -1.216 0.652  -0.4743
H1 -2.257 0.070 0.346  0.2763
H2 -1.958 0.547 -1.338  0.3296
H3 -1.617 1.621 0.129  0.3071
H4 0.390 -2.120 0.210  0.4227

SMILES string ... CC1=C([N+]#N)N1
HOMO-LUMO gap (alpha / beta) ... 7.71 / 7.72 eV
Charge ... +1


[3]
A gas-phase ion, C4H9N2O2 (charge +1) at a distorted geometry, computed with ωB97M-V/def2-TZVPD.

Last column: natural (NBO) charge in e.
Geometry (Å):
C1 0.852 -0.413 0.394  -0.2302
C2 -0.243 0.582 0.548  0.4350
C3 -1.535 -1.196 -0.812  -0.5773
C4 -1.563 -0.034 0.312  -0.4896
N1 2.057 -0.316 -0.153  0.4636
N2 -0.075 1.839 0.707  -0.6347
O1 2.385 0.832 -0.751  -0.5548
O2 2.821 -1.228 -0.102  -0.3197
H1 0.613 -1.508 0.738  0.2750
H2 -2.461 -1.802 -0.813  0.2517
H3 -0.766 -1.897 -0.481  0.2191
H4 -1.385 -0.716 -1.767  0.2312
H5 -1.729 -0.529 1.259  0.2663
H6 -2.287 0.723 0.438  0.2400
H7 -0.852 2.439 0.813  0.4333
H8 3.268 1.061 -1.113  0.5509
H9 0.899 2.161 0.783  0.4402

SMILES string ... CC/C(N)=C/[N+](=O)O
HOMO-LUMO gap ... 8.81 eV
Charge ... +1


[4]
A molecular structure, C12H25O4S4SbTc at a distorted geometry, computed with ωB97M-V/def2-TZVPD.

Last column: natural (NBO) charge in e.
Geometry (Å):
Tc1 -0.223 0.269 -0.364  0.5869
C1 -0.187 -2.734 0.225  -0.0977
C2 0.439 -2.520 -1.150  -0.1052
O1 1.074 -1.220 -1.297  -0.4962
C3 2.411 -1.098 -0.729  -0.1031
C4 2.376 -0.855 0.759  -0.1031
O2 1.406 0.193 1.000  -0.5051
C5 1.041 0.407 2.386  -0.1032
C6 -0.123 1.371 2.417  -0.1051
O3 -1.188 0.992 1.498  -0.5051
C7 -2.119 -0.009 1.974  -0.1009
C8 -1.584 -1.430 1.838  -0.0956
O4 -0.838 -1.484 0.594  -0.5438
H1 0.527 -3.008 0.998  0.2094
H2 -0.941 -3.519 0.159  0.2380
H3 -0.323 -2.550 -1.926  0.2178
H4 1.163 -3.308 -1.354  0.2467
H5 2.857 -0.256 -1.247  0.2314
H6 2.991 -1.993 -0.955  0.2419
H7 3.359 -0.525 1.095  0.2481
H8 2.096 -1.736 1.334  0.1959
H9 1.885 0.850 2.916  0.2480
H10 0.816 -0.556 2.843  0.1959
H11 0.193 2.360 2.095  0.2323
H12 -0.519 1.447 3.430  0.2417
H13 -3.013 0.133 1.370  0.2152
H14 -2.377 0.189 3.014  0.2424
H15 -2.410 -2.140 1.797  0.2336
H16 -0.924 -1.722 2.652  0.2113
S1 -4.850 -1.315 -2.825  -0.1629
Sb1 -5.128 0.948 -3.472  1.3445
S2 -2.153 -0.041 -2.032  0.1723
S3 -3.624 -1.154 -1.175  0.1113
S4 -3.220 1.755 -2.355  -0.2219
C9 2.546 3.283 0.133  -0.6027
C10 1.867 2.608 -1.062  -0.3027
C11 1.689 3.610 -2.228  -0.5899
C12 0.519 2.133 -0.674  -0.1128
H17 3.515 3.675 -0.174  0.2586
H18 2.713 2.587 0.959  0.2008
H19 1.949 4.123 0.499  0.2254
H20 2.478 1.780 -1.430  0.2082
H21 1.118 4.481 -1.904  0.2255
H22 1.198 3.158 -3.092  0.2142
H23 2.676 3.948 -2.544  0.2584
H24 -0.031 1.561 -1.579  0.1868
H25 -0.112 2.927 -0.259  0.2142

HOMO-LUMO gap ... 5.33 eV
Charge ... +3


[5]
2 unconnected molecules or ions with the total composition H5O2PSSi at a distorted geometry, computed with ωB97M-V/def2-TZVPD.

Last column: natural (NBO) charge in e.
Geometry (Å):
O1 2.928 0.488 0.209  -1.0137
O2 -0.912 -0.026 -0.008  -1.1261
Si1 -2.522 0.118 0.258  1.2224
P1 2.205 -0.636 -0.707  0.9692
S1 3.583 -1.799 -1.378  -0.4690
H1 3.890 0.545 0.346  0.5174
H2 -0.096 0.493 0.070  0.5246
H3 -3.031 -0.932 -0.547  -0.1946
H4 -2.930 0.264 1.755  -0.2094
H5 -3.114 1.484 0.003  -0.2209

SMILES string ... O[SiH3].OP=S
HOMO-LUMO gap ... 8.74 eV


[6]
A single C4H9NO2 molecule, computed with ωB97M-V/def2-TZVPD.

Last column: natural (NBO) charge in e.
Geometry (Å):
C1 -0.083 -1.546 1.480  -0.2456
O1 0.187 -0.175 1.267  -0.5577
C2 1.101 0.177 0.249  -0.0900
C3 0.574 1.387 -0.523  -0.2432
N1 -0.840 1.233 -0.800  -0.6068
C4 -1.245 0.109 -1.454  0.5224
O2 -0.476 -0.601 -2.079  -0.6261
H1 -0.382 -2.087 0.569  0.1767
H2 0.747 -2.103 1.944  0.1670
H3 -0.921 -1.576 2.181  0.1888
H4 1.200 -0.568 -0.534  0.2028
H5 2.083 0.425 0.680  0.1727
H6 1.094 1.467 -1.483  0.2164
H7 0.766 2.284 0.060  0.2033
H8 -1.483 1.702 -0.184  0.3990
H9 -2.323 -0.127 -1.373  0.1203

SMILES string ... COCCNC=O
HOMO-LUMO gap ... 10.67 eV